[1]
C24H37Cl4O4RuSSi3 as an isolated structure. Source: OMol25; level of theory: wB97M-V/def2-TZVPD.

Output
Electronic energy (hartree): -4440.04309
Kohn-Sham gap (spin up / spin down) (hartree): 0.2475 / 0.2434

Geometry as ORCA input:
```
! RIJCOSX wB97M-V def2-TZVPD def2/J DEFGRID3
* xyz 0 2
Ru 0.711 0.896 0.018
Cl -1.881 7.113 -1.286
C -0.970 5.816 -0.604
C -0.111 6.040 0.469
Cl 0.045 7.618 1.149
C 0.610 4.972 1.010
Cl 1.685 5.185 2.348
C 0.486 3.700 0.475
O 1.127 2.629 0.929
C -0.327 3.486 -0.613
O -0.314 2.244 -1.088
C -1.088 4.525 -1.126
Cl -2.169 4.176 -2.439
C 3.952 2.602 -0.210
O 3.159 1.428 -0.206
Si 3.544 -0.083 0.348
C 3.868 0.085 2.177
C 5.061 -0.786 -0.471
C 1.985 -0.944 -0.172
Si 1.616 -0.890 -2.027
C 2.502 -2.303 -2.882
C -0.207 -0.950 -2.460
C 2.218 0.676 -2.877
Si 1.019 -1.777 1.184
C -0.526 -2.709 0.693
C 2.087 -3.074 2.043
C 0.566 -0.487 2.491
H 4.765 2.500 -0.933
H 4.371 2.797 0.781
H 3.320 3.442 -0.488
H 4.901 0.403 2.341
H 3.716 -0.840 2.734
H 3.210 0.849 2.598
H 5.973 -0.339 -0.066
H 5.052 -0.618 -1.551
H 5.114 -1.865 -0.301
H 2.057 -3.274 -2.646
H 3.552 -2.338 -2.583
H 2.463 -2.170 -3.967
H -0.771 -1.694 -1.893
H -0.308 -1.177 -3.525
H -0.659 0.028 -2.294
H 3.306 0.770 -2.851
H 1.806 1.578 -2.425
H 1.892 0.657 -3.921
H -0.422 -3.214 -0.270
H -1.395 -2.056 0.641
H -0.727 -3.471 1.451
H 1.969 -4.042 1.548
H 1.785 -3.196 3.088
H 3.149 -2.823 2.025
H 0.535 0.553 2.133
H 1.302 -0.486 3.294
H -0.424 -0.688 2.903
C -6.187 -4.132 1.052
C -5.222 -3.045 0.666
C -4.909 -2.820 -0.671
C -4.088 -1.765 -1.042
C -3.586 -0.920 -0.066
C -3.859 -1.142 1.277
C -4.670 -2.204 1.634
S -2.537 0.415 -0.574
C -3.582 1.770 -0.083
O -1.419 0.446 0.465
H -6.121 -4.980 0.371
H -7.209 -3.751 1.000
H -6.014 -4.479 2.070
H -5.307 -3.484 -1.430
H -3.841 -1.598 -2.085
H -3.425 -0.500 2.035
H -4.879 -2.385 2.681
H -3.812 1.677 0.978
H -4.488 1.737 -0.688
H -3.028 2.682 -0.287
*
```

These are the Löwdin partial charges, in e, on atoms 1 to 5:
1 Ru 1.298
2 Cl 0.662
3 C -0.710
4 C -0.708
5 Cl 0.663

[2]
A 2-piece molecular cluster, C4H15N2O overall. Source: OMol25; level of theory: wB97M-V/def2-TZVPD.

Output
Relative energy (zero: lowest compared OMol25 entry of this formula, charge and spin) (kJ/mol): 336.9
Electronic energy (hartree): -345.94689
Kohn-Sham gap (spin up / spin down) (hartree): 0.1225 / 0.3889

Geometry as ORCA input:
```
! RIJCOSX wB97M-V def2-TZVPD def2/J DEFGRID3
* xyz 0 2
C 1.173 1.905 0.660
C 0.440 0.610 0.349
C 1.245 -0.292 -0.706
C 0.432 -1.528 -1.293
N -0.244 -2.235 -0.284
N 0.279 -0.236 1.653
H 2.176 1.697 0.285
H 1.283 2.194 1.697
H 0.726 2.601 -0.117
H -0.631 0.866 0.092
H 1.545 0.296 -1.592
H 2.318 -0.456 -0.281
H 0.986 -2.155 -2.040
H -0.398 -1.017 -1.817
H -0.517 -3.169 -0.523
H -1.217 -1.815 -0.584
H 1.045 -0.076 2.397
H 0.447 -1.255 1.170
H -0.572 -0.122 2.342
H -3.271 0.870 -0.745
H -2.932 2.359 -0.756
O -2.621 1.538 -0.396
*
```

These are the Löwdin partial charges, in e, on atoms 1 to 5:
1 C -0.113
2 C -0.408
3 C -0.165
4 C -0.329
5 N -0.064

[3]
A 2-piece molecular cluster, C5H14NO overall. Source: OMol25; level of theory: wB97M-V/def2-TZVPD.

Output
Relative energy (zero: lowest compared OMol25 entry of this formula, charge and spin) (kJ/mol): 223.4
Electronic energy (hartree): -328.60113
Kohn-Sham gap (hartree): 0.3590

Geometry as ORCA input:
```
! RIJCOSX wB97M-V def2-TZVPD def2/J DEFGRID3
* xyz 1 1
C 0.604 2.474 -0.519
C 0.866 1.633 0.753
C 1.419 0.231 0.571
C 0.641 -0.648 -0.387
C -0.700 -2.676 -0.206
N -0.188 -1.626 0.317
H 0.041 3.376 -0.221
H 1.567 2.557 -1.034
H -0.094 1.997 -1.230
H 1.507 2.257 1.380
H 0.041 1.650 1.519
H 2.509 0.448 0.304
H 1.506 -0.242 1.609
H 0.028 -0.088 -1.112
H 1.454 -1.062 -1.024
H -1.464 -3.118 0.430
H -0.552 -3.035 -1.227
H -0.404 -1.395 1.282
H -2.659 -0.903 -1.155
H -3.412 -0.647 0.169
O -2.708 -1.182 -0.219
*
```

These are the Löwdin partial charges, in e, on atoms 1 to 5:
1 C -0.092
2 C -0.290
3 C -0.208
4 C -0.156
5 C 0.157

[4]
One molecule with the formula C4H10S2. Source: OMol25; level of theory: wB97M-V/def2-TZVPD.

Output
Relative energy (zero: lowest compared OMol25 entry of this formula, charge and spin) (kJ/mol): 156.8
Electronic energy (hartree): -954.72386
Kohn-Sham gap (hartree): 0.3074

Geometry as ORCA input:
```
! RIJCOSX wB97M-V def2-TZVPD def2/J DEFGRID3
* xyz 0 1
C -3.090 -0.020 -0.036
C -1.617 -0.062 0.253
S -0.923 -1.732 -0.037
S 1.081 -1.505 -0.186
C 1.524 0.167 0.047
C 3.019 0.288 -0.204
H -3.380 1.032 -0.059
H -3.130 -0.539 -0.946
H -3.633 -0.552 0.702
H -1.000 0.557 -0.453
H -1.451 0.278 1.273
H 1.244 0.542 1.043
H 0.856 0.867 -0.551
H 3.586 -0.524 0.457
H 3.339 -0.135 -1.265
H 3.576 1.338 -0.040
*
```

These are the Löwdin partial charges, in e, on atoms 1 to 5:
1 C -0.164
2 C -0.607
3 S 0.470
4 S 0.478
5 C -0.712

Look up the electronic energy of the second one. -345.94689 hartree